#i
Computed, not measured: one molecule with the formula C20H29N3O4S, with ωB97M-V with the def2-TZVPD basis set.

Its HOMO energy is -8.23 eV. The gap between HOMO and LUMO comes out at 8.849 eV. For the LUMO energy, the calculation gives 0.623 eV.

Each line ends with the natural charge from an NBO analysis.
Element x y z (Å)
C1 -5.871 -2.427 -1.007  -0.25
O1 -4.518 -2.415 -0.629  -0.51
C2 -4.037 -1.333 0.065  0.22
C3 -4.844 -0.286 0.496  -0.27
C4 -4.330 0.791 1.193  -0.22
C5 -2.980 0.845 1.505  -0.03
C6 -2.177 -0.206 1.101  -0.26
C7 -2.667 -1.281 0.368  0.33
O2 -1.698 -2.187 0.009  -0.54
C8 -1.979 -3.257 -0.869  -0.24
H1 -2.697 -3.954 -0.436  0.19
H2 -2.355 -2.896 -1.828  0.19
H3 -1.024 -3.762 -1.014  0.19
H4 -1.127 -0.209 1.351  0.22
C9 -2.375 2.041 2.182  -0.42
H5 -1.343 1.825 2.459  0.22
H6 -2.931 2.294 3.086  0.22
C10 -2.401 3.261 1.248  -0.21
N1 -1.789 3.001 -0.035  -0.63
C11 -0.611 3.550 -0.398  0.68
O3 0.049 4.258 0.330  -0.62
C12 -0.206 3.256 -1.844  -0.50
C13 0.452 1.890 -2.039  -0.42
C14 -0.472 0.732 -1.699  0.69
O4 -1.624 0.659 -2.067  -0.61
N2 0.162 -0.201 -0.956  -0.64
C15 1.413 0.070 -0.452  0.32
N3 2.001 -0.708 0.329  -0.48
C16 3.312 -0.416 0.827  -0.23
C17 4.366 -1.154 -0.003  -0.39
H7 4.201 -2.229 0.092  0.20
H8 4.217 -0.883 -1.051  0.20
C18 5.803 -0.810 0.399  -0.21
C19 6.130 -1.294 1.809  -0.61
H9 5.962 -2.366 1.891  0.20
H10 5.516 -0.789 2.550  0.21
H11 7.173 -1.092 2.043  0.21
C20 6.776 -1.430 -0.603  -0.60
H12 6.681 -2.514 -0.602  0.20
H13 7.802 -1.175 -0.347  0.21
H14 6.575 -1.069 -1.609  0.21
H15 5.918 0.279 0.367  0.19
H16 3.336 -0.758 1.863  0.20
H17 3.513 0.666 0.792  0.18
S1 1.973 1.661 -1.065  0.21
H18 -0.328 -1.038 -0.631  0.45
H19 0.735 1.791 -3.094  0.25
H20 0.498 4.034 -2.147  0.24
H21 -1.090 3.298 -2.484  0.24
H22 -2.258 2.352 -0.649  0.42
H23 -3.436 3.573 1.078  0.19
H24 -1.844 4.085 1.699  0.24
H25 -4.992 1.588 1.496  0.21
H26 -5.900 -0.302 0.279  0.22
H27 -6.535 -2.448 -0.136  0.18
H28 -6.003 -3.345 -1.579  0.20
H29 -6.122 -1.569 -1.638  0.18

***

#ii
Computed, not measured: C20H29N3O4S as an isolated structure, with ωB97M-V with the def2-TZVPD basis set.

Its HOMO energy is -7.75 eV. The gap between HOMO and LUMO comes out at 8.165 eV. For the LUMO energy, the calculation gives 0.420 eV.

Each line ends with the natural charge from an NBO analysis.
Element x y z (Å)
C1 -1.884 -1.546 1.799  -0.58
H1 -2.249 -1.476 2.689  0.19
H2 -1.225 -0.538 1.497  0.21
H3 -1.187 -2.416 1.702  0.21
C2 -2.971 -1.937 0.485  -0.18
N1 -3.998 -0.752 0.674  -0.70
S1 -4.109 0.030 -0.669  2.17
O1 -5.088 1.151 -0.844  -0.88
O2 -4.097 -0.719 -2.052  -0.93
C3 -2.403 0.925 -0.818  -0.30
C4 -1.560 0.978 -1.782  0.07
N2 -0.412 1.432 -1.885  -0.51
C5 0.053 1.956 -0.872  0.45
N3 1.293 2.759 -0.752  -0.47
C6 1.866 3.264 0.246  -0.18
H4 2.755 3.681 0.180  0.22
H5 1.281 3.930 0.801  0.18
C7 2.108 2.214 1.590  -0.39
C8 3.061 1.215 0.943  -0.03
C9 4.311 1.160 1.179  -0.24
C10 5.007 0.051 0.444  -0.14
C11 4.307 -0.927 0.070  0.16
C12 3.014 -0.911 -0.107  0.31
C13 2.255 0.079 0.581  -0.32
H6 1.239 0.193 0.133  0.22
O3 2.478 -2.042 -0.814  -0.53
C14 1.027 -2.144 -1.076  -0.17
H7 0.819 -2.651 -1.740  0.14
H8 0.698 -1.069 -1.492  0.16
H9 0.454 -2.060 -0.087  0.18
O4 5.299 -1.855 -0.608  -0.56
C15 4.795 -3.167 -1.309  -0.21
H10 4.328 -2.886 -2.093  0.17
H11 4.153 -3.848 -0.546  0.17
H12 5.693 -3.783 -1.397  0.19
H13 6.173 0.240 0.615  0.24
H14 4.892 1.945 1.347  0.20
H15 2.677 2.806 2.573  0.20
H16 1.178 1.949 1.920  0.20
C16 2.026 2.555 -1.822  -0.34
H17 3.050 1.693 -1.480  0.12
H18 2.406 3.449 -2.036  0.18
H19 1.460 1.917 -2.674  0.25
C17 -0.939 2.274 0.309  -0.26
C18 -2.233 1.886 0.172  -0.18
H20 -2.711 1.940 0.997  0.21
H21 -0.556 2.982 1.124  0.22
H22 -1.592 -0.010 -2.603  0.19
C19 -5.174 -0.738 1.216  -0.15
C20 -6.305 -1.702 0.659  -0.56
H23 -7.092 -1.754 1.099  0.18
H24 -5.748 -2.734 0.494  0.19
H25 -6.162 -1.339 -0.497  0.22
H26 -4.918 -1.267 2.431  0.13
H27 -5.524 0.099 1.494  0.21
H28 -3.466 -2.616 1.015  0.22
H29 -2.553 -1.862 -0.420  0.24

***

Most stable one: #i, least stable one: #ii.